Entry 1:
{"formula": "ArH20O10", "method": "wB97M-V/def2-TZVPD", "e_tot_ha": -1291.88642, "de_lowest_kcal_mol": 20.7, "homo_lumo_gap_ev": 10.2, "e_lumo_ha": -0.007, "multiplicity": 1, "total_charge": 0, "symbols": ["Ar", "O", "H", "H", "O", "H", "H", "O", "H", "H", "O", "H", "H", "O", "H", "H", "O", "H", "H", "O", "H", "H", "O", "H", "H", "O", "H", "H", "O", "H", "H"], "xyz": [[-6.6111, -20.0129, 12.7668], [-9.8914, -21.1410, 10.4094], [-10.6811, -21.2122, 9.8732], [-10.1229, -20.5154, 11.0958], [-7.7314, -20.6404, 16.2246], [-7.6385, -21.2843, 15.5224], [-8.1858, -19.9036, 15.8161], [-7.3225, -22.7204, 14.3359], [-6.9577, -23.6053, 14.3325], [-8.1097, -22.7833, 13.7950], [-10.4439, -21.7801, 13.7152], [-10.6662, -22.2156, 12.8922], [-10.3827, -20.8526, 13.4870], [-5.2945, -19.1354, 8.8267], [-6.0772, -19.6840, 8.8790], [-5.0040, -19.0448, 9.7342], [-3.4798, -21.2669, 10.8527], [-3.5439, -22.1997, 11.0573], [-3.4976, -21.2291, 9.8964], [-4.3793, -21.6663, 14.6556], [-5.1011, -21.7654, 14.0349], [-4.6951, -22.0799, 15.4590], [-6.2332, -23.3940, 10.1977], [-6.2103, -22.4759, 9.9279], [-6.8804, -23.4209, 10.9024], [-4.1343, -17.6269, 11.2589], [-4.2919, -16.8656, 11.8174], [-3.3891, -18.0711, 11.6635], [-9.3140, -18.8608, 14.5144], [-9.9914, -18.4497, 15.0514], [-8.7904, -18.1294, 14.1871]], "atomic_forces_ev_per_a": [[0.0, 0.1, -0.1], [0.2, -0.2, 0.1], [-0.2, 0.0, -0.2], [0.0, 0.3, 0.1], [0.2, 0.2, 0.6], [0.1, -0.4, -0.2], [-0.2, 0.2, -0.2], [0.3, -0.1, -0.2], [0.2, -0.3, 0.2], [-0.6, 0.2, -0.1], [0.2, -0.3, 0.1], [-0.1, -0.2, -0.3], [0.2, 0.4, 0.2], [0.0, -0.2, -0.4], [-0.2, -0.1, 0.0], [0.2, 0.3, 0.5], [-0.1, 0.3, 0.1], [0.0, -0.3, 0.1], [0.0, 0.1, -0.3], [0.4, 0.0, -0.1], [-0.3, 0.0, -0.1], [-0.1, 0.0, 0.2], [0.2, -0.2, -0.1], [0.0, 0.3, -0.1], [-0.2, 0.0, 0.2], [-0.1, -0.1, -0.2], [-0.1, 0.2, 0.1], [0.2, -0.3, 0.1], [-0.1, -0.2, -0.2], [-0.3, 0.1, 0.2], [0.2, 0.2, -0.2]], "lowdin_charge": [0.1900, -0.0475, 0.0378, 0.0174, -0.0719, -0.0388, -0.0245, -0.0677, 0.0613, 0.0277, -0.0375, 0.0256, 0.0027, -0.0528, 0.0208, -0.0186, -0.0587, 0.0289, 0.0257, -0.0707, -0.0500, 0.0289, -0.0462, 0.0177, 0.0214, -0.0492, 0.0379, 0.0416, -0.0545, 0.0591, 0.0439]}



Entry 2:
{"formula": "ArH22O11", "method": "wB97M-V/def2-TZVPD", "e_tot_ha": -1368.36749, "de_lowest_kcal_mol": 3.4, "homo_lumo_gap_ev": 10.8, "e_lumo_ha": 0.000, "multiplicity": 1, "total_charge": 0, "symbols": ["Ar", "O", "H", "H", "O", "H", "H", "O", "H", "H", "O", "H", "H", "O", "H", "H", "O", "H", "H", "O", "H", "H", "O", "H", "H", "O", "H", "H", "O", "H", "H", "O", "H", "H"], "xyz": [[0.0215, -0.9408, -1.1950], [-2.6678, 1.5673, 0.7765], [-2.7596, 0.6367, 0.9808], [-2.4673, 1.9790, 1.6171], [-1.0563, 3.3704, -0.9484], [-1.4544, 2.5558, -0.6415], [-0.1290, 3.1587, -1.0558], [-3.1459, -1.2854, -1.8950], [-2.7351, -0.9662, -2.6985], [-4.0487, -0.9713, -1.9460], [2.3728, 1.6862, 0.5739], [2.0557, 2.1120, -0.2225], [1.5822, 1.5153, 1.0858], [3.7898, -0.9279, -2.7194], [3.5619, -1.7796, -3.0921], [3.6567, -1.0347, -1.7775], [-0.7290, -1.0926, 2.7244], [-0.9602, -0.7908, 3.6028], [0.0619, -1.6168, 2.8511], [3.8741, -0.7194, 0.0059], [3.6037, 0.1978, 0.0491], [4.8286, -0.6915, 0.0723], [-2.9969, -1.3426, 1.2043], [-2.8396, -1.3765, 0.2607], [-2.1372, -1.4949, 1.5966], [0.1300, 1.5090, 2.2172], [0.2233, 1.9858, 3.0420], [0.0261, 0.5943, 2.4793], [1.8498, -2.2508, 2.3264], [2.2352, -2.1686, 1.4541], [2.5561, -2.0071, 2.9248], [-2.0274, -0.1577, -4.4037], [-1.6102, 0.6718, -4.1712], [-2.6649, 0.0751, -5.0786]], "atomic_forces_ev_per_a": [[0.0, 0.0, 0.0], [0.0, 0.6, -0.4], [-0.2, -0.8, 0.1], [0.2, 0.2, 0.1], [0.2, 0.4, -0.3], [-0.5, -0.4, 0.5], [0.2, 0.0, 0.0], [-0.1, -0.3, 0.6], [0.3, 0.2, -0.5], [-0.2, 0.1, 0.0], [0.9, -0.1, -0.5], [0.0, 0.1, -0.2], [-0.7, 0.0, 0.6], [0.0, 0.1, -0.7], [0.0, -0.1, -0.2], [0.0, 0.1, 0.7], [-0.1, 0.4, 0.2], [-0.4, -0.1, 0.3], [0.8, -0.6, -0.3], [0.1, -0.7, 0.2], [-0.6, 0.8, 0.3], [0.3, -0.1, 0.0], [-0.5, 0.3, 0.0], [-0.1, -0.2, -0.7], [0.4, -0.1, 0.3], [0.2, 0.6, -0.1], [0.2, 0.3, 0.1], [-0.3, -0.8, -0.2], [-0.4, -0.1, 0.4], [0.1, 0.2, -0.4], [0.2, 0.0, 0.1], [0.0, -0.3, 0.2], [0.2, 0.3, 0.1], [-0.2, 0.0, -0.2]], "lowdin_charge": [0.1244, -0.0515, -0.0107, 0.0330, -0.0553, -0.0147, 0.0091, -0.0755, -0.0235, 0.0459, -0.0494, 0.0392, -0.0147, -0.0748, 0.0269, -0.0395, -0.0389, 0.0753, 0.0239, -0.0494, 0.0108, 0.0611, -0.0604, -0.0080, -0.0131, -0.0360, 0.0626, -0.0022, -0.0350, 0.0296, 0.0529, -0.0411, 0.0492, 0.0498]}



| no. | E_HOMO (eV) |
| --- | --- |
| 1 | -10.371 |
| 2 | -10.822 |